# 1
The following is a quantum chemistry calculation of an isolated molecule of C3H3NO2, from the Open Molecules 2025 dataset.

Properties
SMILES string   Oc1ncco1
Energy above the lowest of the compared OMol25 structures with the same formula, charge and spin   37.11 kcal per mole
E_LUMO   0.594 eV
Orbital gap   9.768 eV
M   85.062 g mol⁻¹
Multiplicity   1

Structure (XYZ):
```
9
C3H3NO2, DFT ωB97M-V/def2-TZVPD
O -0.3503 -0.7544 0.5702
O -2.0617 0.6027 0.5841
N -0.0247 1.1487 -0.5575
C -0.7855 0.4517 0.2036
C 1.0725 0.3852 -0.7045
C 0.9528 -0.7165 0.0002
H 1.4692 -1.6639 -0.0376
H 1.8983 0.5371 -1.4623
H -2.1706 0.0092 1.4038
```



# 2
The following is a quantum chemistry calculation of a cluster of 2 separate species, C3H3NO2 in total, from the Open Molecules 2025 dataset.

Properties
Energy above the lowest of the compared OMol25 structures with the same formula, charge and spin   53.41 kcal per mole
E_LUMO   0.475 eV
Orbital gap   10.447 eV
M   85.062 g mol⁻¹
Multiplicity   1

Structure (XYZ):
```
9
C3H3NO2, DFT ωB97M-V/def2-TZVPD
O 0.0222 -2.9561 -0.3335
O 1.4803 -0.4308 1.1001
N 0.3592 0.9277 -0.2531
C -1.0467 -2.5697 -0.5475
C -0.8556 0.9311 -0.5429
C 1.1706 0.6697 0.7674
H -1.0926 1.1445 -1.5334
H 1.5654 1.6235 1.2420
H -1.6029 0.6600 0.1008
```



# 3
The following is a quantum chemistry calculation of an isolated molecule of C3H3NO2, from the Open Molecules 2025 dataset.

Properties
SMILES string   C#CC(=O)NO
Energy above the lowest of the compared OMol25 structures with the same formula, charge and spin   150.22 kcal per mole
E_LUMO   0.318 eV
Orbital gap   10.315 eV
M   85.062 g mol⁻¹
Multiplicity   1

Structure (XYZ):
```
9
C3H3NO2, DFT ωB97M-V/def2-TZVPD
O -0.8370 -1.9164 0.3174
O 1.2382 0.4241 -0.9730
N 1.1492 -0.6702 0.0669
C -0.9804 0.3206 0.1341
C -0.2328 -0.9558 0.2016
C -2.0347 1.0502 0.2271
H 2.1024 0.9552 -0.4608
H -2.3851 2.1086 0.7024
H 1.9803 -1.3163 -0.2156
```



# 4
The following is a quantum chemistry calculation of an isolated molecule of C3H3NO2, from the Open Molecules 2025 dataset.

Properties
Energy above the lowest of the compared OMol25 structures with the same formula, charge and spin   39.54 kcal per mole
E_LUMO (spin up / spin down)   0.354 / -2.680 eV
Orbital gap (spin up / spin down)   5.448 / 6.681 eV
M   85.062 g mol⁻¹
Multiplicity   3

Structure (XYZ):
```
9
C3H3NO2, DFT ωB97M-V/def2-TZVPD
O 1.1713 -1.4386 -0.7522
O -2.8819 0.3537 -0.2881
N 1.9065 0.4488 0.2480
C -0.4604 0.0647 -0.1424
C 0.9071 -0.3387 -0.2404
C -1.6494 0.1192 -0.2511
H -3.4814 -0.4466 0.0017
H 2.7333 -0.0259 0.5716
H 1.7548 1.2635 0.8531
```



# 5
The following is a quantum chemistry calculation of an isolated molecule of C3H3NO2S, from the Open Molecules 2025 dataset.

Properties
Energy above the lowest of the compared OMol25 structures with the same formula, charge and spin   78.72 kcal per mole
E_LUMO (spin up / spin down)   -0.500 / -0.500 eV
Orbital gap (spin up / spin down)   7.982 / 7.981 eV
M   117.129 g mol⁻¹
Multiplicity   1

Structure (XYZ):
```
10
C3H3NO2S, DFT ωB97M-V/def2-TZVPD
S 2.1101 -0.7945 0.0878
O 3.0586 0.2867 0.0591
O -1.6345 0.0426 0.1623
N 0.2584 1.2081 -0.1052
C -1.0043 1.2422 0.1025
C -0.6813 -0.9508 -0.0679
C 0.6098 -0.1386 -0.0848
H -0.6642 -1.4868 -1.1366
H -0.6024 -1.6198 0.7793
H -1.4502 2.2109 0.2034
```



# 6
The following is a quantum chemistry calculation of an isolated molecule of C3H3NO2S, from the Open Molecules 2025 dataset.

Properties
SMILES string   S=C1C=NOCO1
Energy above the lowest of the compared OMol25 structures with the same formula, charge and spin   120.28 kcal per mole
E_LUMO   -1.572 eV
Orbital gap   8.121 eV
M   117.129 g mol⁻¹
Multiplicity   1

Structure (XYZ):
```
10
C3H3NO2S, DFT ωB97M-V/def2-TZVPD
S -1.9056 -0.8571 1.9776
O -0.4531 0.9383 0.5233
O 0.9111 0.3094 -1.3395
N 0.5433 -1.0383 -1.3083
C -0.9148 -0.3300 0.7027
C -0.2925 -1.2347 -0.2813
C 0.6323 1.1481 -0.2190
H 1.5382 1.1568 0.6732
H -0.7468 -2.1382 -0.0796
H 0.6879 2.0457 -0.6491
```



# 7
The following is a quantum chemistry calculation of an isolated molecule of C3H3NO2S2, from the Open Molecules 2025 dataset.

Properties
SMILES string   Oc1[nH]c(=S)oc1S
Energy above the lowest of the compared OMol25 structures with the same formula, charge and spin   29.77 kcal per mole
E_LUMO   0.146 eV
Orbital gap   8.607 eV
M   149.196 g mol⁻¹
Multiplicity   1

Structure (XYZ):
```
11
C3H3NO2S2, DFT ωB97M-V/def2-TZVPD
S -3.0329 1.1388 1.1050
S 2.3008 1.1862 0.1427
O -0.2604 1.0916 1.0285
O 0.5827 -1.5899 -1.2967
N -1.3002 -0.3737 -0.3154
C 0.6677 0.4152 0.2223
C 0.1198 -0.4518 -0.6428
C -1.5727 0.5909 0.6316
H 3.1087 0.4159 1.0177
H 1.5221 -1.5273 -1.1517
H -2.1355 -0.8960 -0.7411
```



# 8
The following is a quantum chemistry calculation of an isolated molecule of C3H3NO3, from the Open Molecules 2025 dataset.

Properties
Energy above the lowest of the compared OMol25 structures with the same formula, charge and spin   101.62 kcal per mole
E_LUMO   0.179 eV
Orbital gap   9.619 eV
M   101.061 g mol⁻¹
Multiplicity   1

Structure (XYZ):
```
10
C3H3NO3, DFT ωB97M-V/def2-TZVPD
O 0.9851 -0.4065 1.4100
O 0.5051 0.6586 -0.4851
O -1.1396 0.2666 -2.0155
N -0.3129 -1.5582 -0.0567
C -0.2655 0.9487 -1.5676
C 0.1294 0.1871 2.2226
C 0.3103 -0.5140 0.1987
H 0.0516 1.9195 -1.9666
H 0.5947 0.0555 3.2143
H -0.8303 -1.4869 -0.9256
```



# 9
The following is a quantum chemistry calculation of an isolated molecule of C3H3NO3, from the Open Molecules 2025 dataset.

Properties
Energy above the lowest of the compared OMol25 structures with the same formula, charge and spin   106.62 kcal per mole
E_LUMO   0.361 eV
Orbital gap   9.129 eV
M   101.061 g mol⁻¹
Multiplicity   1

Structure (XYZ):
```
10
C3H3NO3, DFT ωB97M-V/def2-TZVPD
O -0.3533 1.0734 -1.1213
O -1.6422 -1.0046 1.1979
O -2.0646 -1.0538 -1.0533
N 2.0347 0.8128 0.6019
C 1.7350 0.1215 -0.5051
C 0.0665 0.1227 -0.5179
C -1.3990 -0.7411 0.0527
H 1.5729 1.3194 1.2454
H -2.9741 -1.5729 -0.7699
H 3.0242 0.9227 0.8695
```



# 10
The following is a quantum chemistry calculation of a cluster of 2 separate species, C3H3NO3 in total, from the Open Molecules 2025 dataset.

Properties
Energy above the lowest of the compared OMol25 structures with the same formula, charge and spin   86.51 kcal per mole
E_LUMO   -1.321 eV
Orbital gap   8.148 eV
M   101.061 g mol⁻¹
Multiplicity   1

Structure (XYZ):
```
10
C3H3NO3, DFT ωB97M-V/def2-TZVPD
O -0.9773 -0.7991 0.0405
O -2.7785 -0.2684 -2.6660
O -0.9967 1.6730 -0.6636
N -0.1107 1.4117 0.0927
C -0.1705 -0.0594 0.5217
C -1.6531 -0.1230 -2.5558
C 0.9013 -0.3907 1.5023
H 0.7570 -1.3918 1.8983
H 0.9192 0.3344 2.3149
H 1.8809 -0.3371 1.0190
```



# 11
The following is a quantum chemistry calculation of an isolated molecule of C3H3NO3, from the Open Molecules 2025 dataset.

Properties
SMILES string   Oc1conc1O
Energy above the lowest of the compared OMol25 structures with the same formula, charge and spin   77.08 kcal per mole
E_LUMO   -0.024 eV
Orbital gap   9.473 eV
M   101.061 g mol⁻¹
Multiplicity   1

Structure (XYZ):
```
10
C3H3NO3, DFT ωB97M-V/def2-TZVPD
O -0.2759 0.8189 -1.4789
O 0.8694 -1.3645 1.1333
O -1.1871 1.4006 1.1130
N 0.0999 -0.4033 1.8167
C 0.0557 0.0194 -0.4000
C -0.3813 0.3527 0.9033
C 0.8134 -1.1019 -0.1941
H -1.1159 1.9318 0.2998
H 1.3574 -1.7255 -0.8639
H -0.2356 0.0719 -2.3293
```



# 12
The following is a quantum chemistry calculation of a structure of composition C3H3NO3, from the Open Molecules 2025 dataset.

Properties
Energy above the lowest of the compared OMol25 structures with the same formula, charge and spin   110.22 kcal per mole
E_LUMO   -0.166 eV
Orbital gap   10.498 eV
M   101.061 g mol⁻¹
Multiplicity   1

Structure (XYZ):
```
10
C3H3NO3, DFT ωB97M-V/def2-TZVPD
O -1.3805 1.2168 -1.1226
O 0.6147 1.1035 -0.1177
O 1.1805 -1.1100 0.3779
N -0.1357 -1.6691 0.1710
C -0.5444 0.7048 -0.3278
C -1.0118 -0.7161 0.0339
C 1.0760 0.3095 0.8656
H 2.1006 0.8776 0.8764
H 0.3484 0.2718 1.5899
H -1.9350 -0.9381 -0.1948
```



# 13
The following is a quantum chemistry calculation of an isolated molecule of C3H3NO3S, from the Open Molecules 2025 dataset.

Properties
SMILES string   O=C/C(=N/O)OC=S
Energy above the lowest of the compared OMol25 structures with the same formula, charge and spin   92.98 kcal per mole
E_LUMO   -0.677 eV
Orbital gap   8.564 eV
M   133.128 g mol⁻¹
Multiplicity   1

Structure (XYZ):
```
11
C3H3NO3S, DFT ωB97M-V/def2-TZVPD
S 2.6678 -0.5882 -0.0415
O -0.1649 2.1730 -0.0390
O -2.1306 -1.9725 0.1114
O 0.0918 -0.3387 -0.3630
N -1.3179 1.4565 0.0837
C 1.1970 -0.0260 0.3409
C -1.1146 0.2131 -0.0671
C -2.2486 -0.7524 -0.0096
H -3.2271 -0.1241 -0.1532
H 0.8995 0.7425 1.1561
H -0.5062 3.0955 -0.1850
```



# 14
The following is a quantum chemistry calculation of an isolated molecule of C3H3NO4, from the Open Molecules 2025 dataset.

Properties
SMILES string   O=C1OCOC=NO1
Energy above the lowest of the compared OMol25 structures with the same formula, charge and spin   92.97 kcal per mole
E_LUMO   0.473 eV
Orbital gap   11.149 eV
M   117.060 g mol⁻¹
Multiplicity   1

Structure (XYZ):
```
11
C3H3NO4, DFT ωB97M-V/def2-TZVPD
O -0.6727 0.5593 0.9594
O 0.2999 0.5439 -1.0451
O 0.5419 2.3769 0.2560
O 0.2250 -1.7495 -0.7182
N -0.0871 -0.6739 1.5311
C -0.4966 -0.5426 -1.3585
C 0.2059 -1.5892 0.6399
C 0.1151 1.2562 0.0601
H 0.5150 -2.5583 1.2693
H -0.4481 -0.7965 -2.4232
H -1.5560 -0.5192 -1.2295
```



# 15
The following is a quantum chemistry calculation of an isolated molecule of C3H3NO4, from the Open Molecules 2025 dataset.

Properties
SMILES string   O=C/C(=N\O)C(=O)O
Energy above the lowest of the compared OMol25 structures with the same formula, charge and spin   114.06 kcal per mole
E_LUMO   -1.715 eV
Orbital gap   8.924 eV
M   117.060 g mol⁻¹
Multiplicity   1

Structure (XYZ):
```
11
C3H3NO4, DFT ωB97M-V/def2-TZVPD
O -0.2690 2.2939 -0.6617
O 0.5928 0.5081 -2.0457
O -0.0915 -2.3545 0.5184
O -0.7797 -0.9574 2.2068
N 0.6315 -0.4046 -0.9419
C -0.1268 -1.0924 1.2129
C 0.3522 -0.0480 0.2600
C -0.1647 1.4278 0.2506
H -0.0270 -2.1813 -0.5615
H -0.5001 1.4543 1.3090
H 0.3824 1.3542 -1.5469
```



# 16
The following is a quantum chemistry calculation of a cluster of 2 separate species, C3H3NOS2 in total, from the Open Molecules 2025 dataset.

Properties
Energy above the lowest of the compared OMol25 structures with the same formula, charge and spin   132.40 kcal per mole
E_LUMO (spin up / spin down)   -0.020 / 0.130 eV
Orbital gap (spin up / spin down)   8.152 / 7.155 eV
M   133.197 g mol⁻¹
Multiplicity   1

Structure (XYZ):
```
10
C3H3NOS2, DFT ωB97M-V/def2-TZVPD
S 0.5455 -2.6730 0.8503
S 1.1864 2.1125 -2.0758
O 0.2273 1.4467 0.3526
N -0.7025 -0.9872 -1.0390
C -0.2278 0.8434 1.4212
C 0.5557 1.3784 -0.8538
C -0.1260 -1.7860 -0.2714
H 0.5360 0.4071 2.1443
H -0.8089 -1.2243 -2.0095
H -1.1858 0.4825 1.4812
```



# 17
The following is a quantum chemistry calculation of a structure of composition C3H3NS, from the Open Molecules 2025 dataset.

Properties
Energy above the lowest of the compared OMol25 structures with the same formula, charge and spin   115.85 kcal per mole
E_LUMO (spin up / spin down)   -1.624 / -1.364 eV
Orbital gap (spin up / spin down)   7.175 / 6.913 eV
M   85.131 g mol⁻¹
Multiplicity   1

Structure (XYZ):
```
8
C3H3NS, DFT ωB97M-V/def2-TZVPD
S 0.8541 0.5439 0.2915
N -2.7495 -0.9456 0.2604
C -1.4204 1.0639 0.0985
C -2.0927 -0.0436 -0.1661
C 2.0065 -0.5956 -0.0628
H 2.1299 -1.3801 -0.8523
H -1.4683 2.0981 -0.2191
H 2.7405 -0.7411 0.6499
```



# 18
The following is a quantum chemistry calculation of an isolated molecule of C3H3NS, from the Open Molecules 2025 dataset.

Properties
SMILES string   C#CC(N)=S
Energy above the lowest of the compared OMol25 structures with the same formula, charge and spin   24.91 kcal per mole
E_LUMO   -0.038 eV
Orbital gap   8.623 eV
M   85.131 g mol⁻¹
Multiplicity   1

Structure (XYZ):
```
8
C3H3NS, DFT ωB97M-V/def2-TZVPD
S 1.8460 -1.2878 0.0189
N 0.8960 1.1842 -0.0025
C -1.8755 -0.9617 0.0103
C -0.7762 -0.4987 0.0567
C 0.6466 -0.1384 -0.0302
H 0.2092 1.8855 0.1931
H 1.9062 1.3672 -0.1160
H -2.8523 -1.5502 -0.1303
```



# 19
The following is a quantum chemistry calculation of an isolated molecule of C3H3NS2, from the Open Molecules 2025 dataset.

Properties
Energy above the lowest of the compared OMol25 structures with the same formula, charge and spin   119.64 kcal per mole
E_LUMO   -0.172 eV
Orbital gap   7.440 eV
M   117.198 g mol⁻¹
Multiplicity   1

Structure (XYZ):
```
9
C3H3NS2, DFT ωB97M-V/def2-TZVPD
S -0.2348 1.3731 -2.1295
S 1.6806 1.0801 -1.2409
N -0.9621 0.3952 0.2030
C -0.5054 -0.5802 0.6731
C -1.0669 1.4218 -0.5642
C 1.5145 -0.5413 -0.9746
H -0.4663 -1.6760 1.0040
H 2.3661 -0.9323 -0.5921
H -1.4738 2.3226 -0.3555
```



# 20
The following is a quantum chemistry calculation of a structure of composition C3H3NS3, from the Open Molecules 2025 dataset.

Properties
Energy above the lowest of the compared OMol25 structures with the same formula, charge and spin   48.30 kcal per mole
E_LUMO   -0.352 eV
Orbital gap   8.388 eV
M   149.265 g mol⁻¹
Multiplicity   1

Structure (XYZ):
```
10
C3H3NS3, DFT ωB97M-V/def2-TZVPD
S 0.1237 -1.5272 0.2522
S -2.3675 -0.0688 -0.0733
S -0.0352 1.5363 -0.1631
N 1.7341 -1.2246 -0.5156
C 1.5663 1.0664 0.6146
C 2.1350 -0.0460 -0.2696
C -0.8030 0.0413 0.0257
H 2.3523 1.8368 0.2380
H 1.4777 0.9284 1.6225
H 3.1049 0.3925 -0.7295
```